Entry from OMol25: a structure of composition C34H33INNaO2PS (wB97M-V/def2-TZVPD).

```
74
Properties=species:S:1:pos:R:3:forces:R:3
H 2.05828 1.91235 1.42223 0.1 0.0 0.0
H -3.77644 4.63188 0.29817 0.1 -0.1 0.0
I 2.68322 -1.75142 0.77041 -0.3 0.2 0.1
C 2.69159 3.84680 0.68173 -0.2 -0.2 0.0
H 5.34112 -0.59614 0.83966 0.0 0.1 0.1
P 0.34989 -0.20157 2.71870 -0.2 0.0 0.3
H -3.02712 5.53019 -2.00188 0.0 -0.1 0.0
C 3.17460 -0.18498 3.46662 0.2 0.1 0.0
Na -0.50662 0.69148 -0.11917 -0.2 -0.3 0.3
H 3.32333 4.08530 -1.39118 0.0 -0.1 0.1
C 1.52094 -0.00088 5.22942 0.1 0.0 0.0
C 5.49507 0.50481 4.01304 0.0 0.0 0.1
H 6.90864 0.49894 2.42106 -0.1 0.0 0.0
H -4.16986 3.07161 -0.46610 0.1 0.1 0.0
C -2.01035 3.40348 4.46151 0.0 -0.1 0.0
H -3.00846 2.02998 5.77905 0.0 0.0 0.0
O -3.03627 -0.09945 0.21411 0.0 -0.1 0.0
H -1.99954 6.39891 -0.14916 0.0 0.0 0.0
H 6.19310 0.88147 4.75390 -0.1 0.0 0.0
H 3.68895 2.37276 1.94325 -0.1 0.1 0.0
H 4.30410 2.92320 -0.46784 -0.1 0.0 0.0
H -2.54431 4.27044 4.83576 0.0 0.0 0.0
H -2.47083 -1.06604 2.77476 0.0 0.0 -0.1
C -2.18080 3.82058 -0.94438 0.0 0.2 0.1
H 2.27354 3.12947 2.70164 0.1 -0.1 -0.1
H -0.07729 7.60058 0.84121 0.0 0.0 0.0
H 0.49084 -0.01905 5.55790 0.0 0.0 0.0
C -2.61872 4.53766 -2.22553 0.0 0.0 0.0
C -1.07114 5.86398 0.03354 0.1 -0.1 0.0
H 2.66020 2.49085 -1.00093 0.0 0.0 0.0
H -3.56049 -3.20512 3.28008 0.0 0.0 0.0
C -1.86907 -1.90415 3.10896 0.0 0.0 -0.1
C -0.42368 2.41545 2.94974 0.0 0.0 -0.1
C -0.99234 4.51631 -0.29512 0.0 0.0 0.0
H -2.21878 -5.15033 4.03229 0.0 0.0 0.0
C -1.60660 1.02471 4.50782 0.1 0.1 0.0
C 0.00331 6.54972 0.58941 0.0 -0.1 0.0
C 1.79760 -0.19692 3.90062 0.3 -0.1 -0.4
H 4.57742 0.74971 6.46720 0.0 0.0 -0.1
C 5.89419 0.27887 2.73569 0.1 0.0 -0.1
C -1.73535 -4.20397 3.81978 0.0 0.1 0.0
C -1.08117 3.53956 3.44021 0.0 0.0 -0.1
C 3.69714 -0.55637 2.17298 -0.3 -0.1 0.2
H 2.25052 0.42081 7.22155 0.0 0.0 -0.1
C 0.21001 3.77798 -0.03902 -0.1 -0.1 0.2
C 4.99137 -0.30364 1.82408 0.2 0.0 0.0
C 3.28524 3.30152 -0.62700 -0.1 0.1 0.1
C 4.15840 0.25599 4.41216 -0.2 -0.1 -0.2
C 2.51936 0.28361 6.17936 -0.1 0.0 0.1
H 0.27152 2.52881 2.12153 -0.3 0.0 0.2
C -0.66174 1.14712 3.48517 0.0 0.0 0.0
C -0.36107 -4.07281 3.95603 0.0 0.1 0.0
H -3.39404 3.96265 -2.74402 0.0 0.1 0.0
H -1.85079 2.82462 -1.22396 0.1 -0.1 0.0
C -2.27517 2.14364 4.98882 0.1 0.0 0.0
C 3.80212 0.45651 5.76580 0.1 0.0 0.0
C 0.25630 -2.86027 3.67158 0.0 0.0 0.0
C 1.33134 4.50729 0.47306 0.0 0.0 0.0
H -0.88284 4.50956 2.99100 0.0 -0.1 0.0
S -2.45346 -1.31296 -0.43788 0.1 0.2 0.2
C 1.19477 5.85758 0.78292 -0.1 -0.1 -0.1
H 2.05536 6.38676 1.18504 0.0 0.0 0.0
H 1.32936 -2.77201 3.79137 0.0 0.0 0.0
H -1.77129 4.66734 -2.90407 -0.1 0.0 0.0
O 0.25478 2.48732 -0.21142 0.6 1.6 -0.2
N -1.01150 -1.32108 -0.70146 -0.2 -1.1 -0.4
C -0.48647 -1.75829 3.23998 0.0 0.0 0.1
C -3.37116 3.65360 0.00685 0.0 0.1 0.0
H -3.06935 3.12505 0.91049 0.0 0.0 0.1
C -2.48684 -3.11386 3.40024 0.0 0.0 0.0
C 2.67572 2.74898 1.75628 0.2 0.1 -0.1
H 3.35783 4.63499 1.03935 0.1 0.1 0.0
H -1.82775 0.05664 4.93337 0.0 -0.1 0.0
H 0.23513 -4.91570 4.28772 0.0 0.0 0.0
```
Forces are in eV/Å.

Calculated values
energy relative to the best compared isomer or geometry (same formula, charge and spin): 0.0 kcal per mole
HOMO energy: -4.10 eV
spin multiplicity: 1
E_tot: -2720.3005 a.u.
charge: -1
F_max: 1.76 eV Å⁻¹